Entry 1:
Density functional theory data (ωB97M-V/def2-TZVPD) for a structure of composition C29H42FGeN3O3Pt in a non-equilibrium geometry.

## Properties
* energy relative to the best compared isomer or geometry (same formula, charge and spin): 0.00 kcal per mole
* calculated total energy: -103803.3727 eV
* E_LUMO (alpha / beta): -11.32 / -14.42 eV
* net charge: +4
* Kohn-Sham gap (alpha / beta): 0.237 / 0.122 hartree
* M: 767.36 g mol⁻¹
* HOMO energy (alpha / beta): -17.8 / -17.8 eV
* spin multiplicity: 5

Element x y z (Å)
Pt  1.3459  -1.3196  2.9013
C  3.1735  -0.3246  3.9849
C  2.3644  0.8336  4.2024
C  1.3191  0.4503  5.1450
C  1.4615  -0.9350  5.4320
C  2.7087  -1.3849  4.7759
H  4.0984  -0.2917  3.4525
H  2.5033  1.7882  3.7271
H  0.4268  0.9940  5.4780
H  0.7965  -1.5443  5.9878
H  3.2103  -2.3497  4.9705
C  2.6231  2.1736  -3.3053
C  1.3478  1.4611  -3.6745
N  0.6956  1.1209  -2.3540
C  1.0240  -0.0963  -1.8759
C  0.9682  -0.4285  -0.5474
C  1.2849  -1.8258  -0.1849
O  1.1230  -2.6409  -1.1684
O  1.5912  -2.1976  0.9453
C  0.5471  0.4611  0.4834
O  0.5203  0.2233  1.7112
C  0.0211  1.7466  -0.0359
C  -0.6852  2.6270  0.7392
C  -1.1843  3.7972  0.2544
F  -1.7471  4.7018  1.0303
C  -1.0914  4.1185  -1.2071
C  -0.2333  3.2260  -1.9203
C  0.2387  2.0667  -1.4564
N  -1.6005  5.1793  -1.8322
C  -1.2607  5.3689  -3.2534
C  -1.3139  6.7958  -3.7983
N  -2.5436  7.5181  -3.3514
C  -2.6012  7.4681  -1.8662
C  -2.7810  6.0023  -1.4246
H  3.4100  2.3319  -4.0898
H  3.0267  1.5717  -2.5022
H  2.3770  3.1941  -2.9396
H  1.4587  0.4942  -4.1817
H  0.5888  2.0382  -4.2234
H  1.3692  -0.8543  -2.5620
H  -0.8554  2.4744  1.8087
H  -0.0759  3.2981  -3.0176
H  -1.8446  4.6582  -3.8714
H  -0.2307  5.0396  -3.3445
H  -1.2799  6.7628  -4.9239
H  -0.4798  7.4505  -3.5569
H  -3.4394  7.2110  -3.7611
H  -2.4752  8.4768  -3.6811
H  -3.4499  8.0228  -1.4558
H  -1.6438  7.8596  -1.5574
H  -3.5820  5.4994  -1.9251
H  -2.9743  5.9190  -0.3487
C  -2.6860  -1.9161  2.6838
C  -2.7147  -2.5650  1.2156
C  -1.4294  -3.3097  0.8940
C  -1.4383  -3.8576  -0.5394
Ge  0.3834  -4.3791  -1.1148
C  1.4341  -5.5711  0.0273
C  0.9983  -7.0155  0.2324
C  1.9406  -7.6234  1.3070
C  1.3173  -7.3786  2.6950
H  -3.6628  -2.0077  3.1058
H  -2.3896  -0.8709  2.6616
H  -1.9154  -2.4201  3.3096
H  -2.9869  -1.8114  0.4821
H  -3.5216  -3.2982  1.1608
H  -1.3005  -4.1244  1.5933
H  -0.5333  -2.6707  0.9922
H  -1.6783  -3.0274  -1.2307
H  -2.2188  -4.6174  -0.6634
H  0.5465  -4.6044  -2.6328
H  1.5353  -5.0315  1.0147
H  2.4611  -5.6145  -0.3869
H  0.9734  -7.5682  -0.7263
H  -0.0320  -7.0894  0.5490
H  2.9223  -7.2170  1.2033
H  2.0841  -8.6947  1.2558
H  0.7425  -6.4140  2.7374
H  2.1634  -7.3044  3.3448
H  0.7546  -8.2288  2.9972

***

Entry 2:
Density functional theory data (ωB97M-V/def2-TZVPD) for a cluster of 2 separate species, C9H21ClN3 in total in a non-equilibrium geometry.

## Properties
* energy relative to the best compared isomer or geometry (same formula, charge and spin): 38.99 kcal per mole
* calculated total energy: -26654.5170 eV
* E_LUMO (alpha / beta): -3.03 / -3.03 eV
* net charge: +1
* Kohn-Sham gap (alpha / beta): 0.310 / 0.310 hartree
* M: 206.74 g mol⁻¹
* HOMO energy (alpha / beta): -11.5 / -11.5 eV
* spin multiplicity: 1

Element x y z (Å)
C  0.9649  1.4106  3.1929
C  0.7955  0.1333  3.4882
C  2.4646  -1.0461  0.0874
C  1.4112  -2.2037  -1.9189
C  1.1116  2.0568  -0.2780
C  -2.5474  -0.8197  0.5173
C  -2.8984  1.2209  -0.8843
C  -0.7713  0.8114  0.2980
C  1.1175  -1.1848  -0.7587
N  0.6578  0.0269  -1.4113
N  0.2555  1.0961  -0.4856
N  -1.9753  0.1961  -0.3985
Cl  -0.2711  -0.9747  2.7405
H  0.8051  1.9285  2.2182
H  1.3890  2.1068  3.9576
H  2.7718  -2.0560  0.3433
H  3.0549  -0.5386  -0.6760
H  2.2250  -0.3341  0.9075
H  0.5088  -2.2759  -2.5747
H  1.6145  -3.1974  -1.4934
H  2.2117  -1.9199  -2.5329
H  2.1481  2.1217  -0.4738
H  0.7641  2.9851  0.2995
H  0.9973  -0.1754  4.4668
H  -1.9110  -1.5712  0.7207
H  -2.8157  -0.3075  1.4834
H  -3.4493  -1.1876  -0.0129
H  -2.4448  1.8285  -1.7026
H  -3.8912  0.7953  -1.2264
H  -3.1474  1.9019  0.0280
H  -1.1035  1.7224  0.7802
H  0.2825  -1.5105  -0.1457
H  1.4916  0.2197  -1.9436
H  -1.6709  -0.3038  -1.1819

***

Entry 3:
Density functional theory data (ωB97M-V/def2-TZVPD) for a structure of composition C4H9NO in a non-equilibrium geometry.

## Properties
* energy relative to the best compared isomer or geometry (same formula, charge and spin): 164.05 kcal per mole
* calculated total energy: -7825.2062 eV
* E_LUMO: -0.77 eV
* Kohn-Sham gap: 0.263 hartree
* M: 87.12 g mol⁻¹
* HOMO energy: -7.9 eV
* spin multiplicity: 1

Element x y z (Å)
C  1.5990  -0.9049  -0.9158
C  0.2101  -0.3739  -0.5784
C  -0.3228  -0.6011  0.7090
C  -0.7278  0.6017  1.5367
O  -1.5474  1.6034  0.9103
N  -0.5048  0.3738  -1.5636
H  2.2854  -0.2010  -0.4754
H  1.7270  -0.8631  -1.9903
H  1.8393  -1.8887  -0.5737
H  0.2080  0.8868  -0.6852
H  -0.7270  -1.5353  1.0824
H  -1.3011  0.3398  2.4248
H  0.1494  1.1566  1.8782
H  -1.3925  -0.0779  -1.7179
H  -1.4949  1.4837  -0.0410

***

Entry 4:
Density functional theory data (ωB97M-V/def2-TZVPD) for the ion C11H14N with charge +1 in a non-equilibrium geometry.

## Properties
* energy relative to the best compared isomer or geometry (same formula, charge and spin): 107.40 kcal per mole
* calculated total energy: -13113.0600 eV
* E_LUMO (alpha / beta): -3.60 / -3.60 eV
* net charge: +1
* Kohn-Sham gap (alpha / beta): 0.283 / 0.283 hartree
* M: 160.24 g mol⁻¹
* HOMO energy (alpha / beta): -11.3 / -11.3 eV
* spin multiplicity: 1

Element x y z (Å)
C  3.0218  0.6621  0.5729
C  3.1032  0.1176  -0.7732
C  1.8811  0.6440  1.3009
C  1.9337  -0.2645  -1.3384
C  0.7068  0.0834  0.7267
C  0.7376  -0.4380  -0.6222
C  -0.7042  0.2067  1.1928
C  -1.8417  0.0177  0.5754
C  -0.4842  -0.8757  -1.2431
C  -0.8480  0.4550  2.7279
C  -3.1974  0.0165  0.2629
N  -0.4732  -0.6933  -2.6936
H  3.9406  1.2557  0.8600
H  4.0030  0.0806  -1.3360
H  1.9706  1.1130  2.2151
H  1.8990  -0.5566  -2.3666
H  -0.7787  -1.8424  -0.9093
H  -1.7101  1.1329  2.8134
H  -0.0285  0.9027  3.2741
H  -0.9697  -0.5768  3.1223
H  -3.8375  -0.8303  0.3627
H  -3.3433  0.5001  -0.6640
H  -3.6994  0.7125  1.0245
H  -0.9633  0.1846  -2.9020
H  -0.8273  -1.4048  -3.2532
H  0.5092  -0.6027  -2.9299

***

The highest energy relative to the best compared isomer or geometry (same formula, charge and spin) belongs to which entry?
C4H9NO

***

Number 2 is which compound?
C9H21ClN3

***

Number 4 is which compound?
C11H14N

***

Among the records above, which one has the lowest energy relative to the best compared isomer or geometry (same formula, charge and spin)?
C29H42FGeN3O3Pt